Density functional theory data (the ωB97M-V functional and the def2-TZVPD basis) for a molecular structure, C30H26BrCl2I3N4O2Ti.

Last column: Löwdin spin population.
Geometry (Å):
Ti 1.1285 -0.4086 0.4292  1.023
Cl 4.0269 3.2442 -4.5912  0.001
C 3.1343 1.9867 -3.7675  0.003
C 2.6620 2.2400 -2.4866  -0.001
C 1.9497 1.2677 -1.7858  0.007
N 1.4238 1.4637 -0.5098  0.006
C 2.2773 2.2130 0.3045  0.002
O 2.1946 3.4035 0.5089  -0.001
C 3.3986 1.3633 0.8487  0.000
C 4.5568 1.9722 1.2351  0.000
C 5.7309 1.1586 1.3212  0.000
C 5.6443 -0.1749 1.1937  0.000
C 4.2927 -0.8449 1.1788  0.001
N 3.2066 0.0240 0.7210  -0.006
C 1.7077 0.0154 -2.4040  0.001
C 2.1735 -0.2122 -3.6903  0.002
C 2.8883 0.7688 -4.3710  0.000
Cl 3.4748 0.4139 -5.9796  0.000
N 0.9302 -0.8775 -1.6370  0.020
C -0.1967 -1.3171 -2.3035  0.047
O -0.2076 -1.7596 -3.4536  0.070
C -1.4751 -1.0219 -1.6214  0.195
C -2.5711 -0.7008 -2.4061  0.006
C -3.6887 -0.0737 -1.8837  0.211
C -3.6656 0.2685 -0.5011  0.053
C -2.6151 -0.1059 0.2632  0.097
N -1.5250 -0.7953 -0.2377  0.195
H 2.8335 3.2083 -2.0349  0.000
H 4.5959 3.0507 1.2546  0.000
H 6.7059 1.6328 1.3872  0.000
H 6.5252 -0.8033 1.1277  0.000
H 4.3259 -1.7276 0.5311  0.000
H 1.9774 -1.1621 -4.1621  0.000
H -2.4797 -0.9108 -3.4631  -0.004
H -4.5184 0.2103 -2.5166  0.017
H -4.4680 0.8330 -0.0423  -0.001
H -2.5592 0.1074 1.3227  0.006
I 0.4337 0.8205 3.0918  0.008
C 4.0117 -1.3473 2.6014  0.000
I 2.3624 -2.7054 2.4837  0.004
H 3.6928 -0.5381 3.2560  0.000
H 4.8516 -1.8941 3.0249  0.000
Br -4.1513 4.5968 -1.4015  0.000
C -4.1822 3.8295 0.3335  0.001
C -5.4223 3.7005 0.9460  0.000
C -5.5152 3.1302 2.2046  0.000
C -4.3639 2.6949 2.8471  0.000
C -3.1311 2.8305 2.2312  0.001
C -3.0204 3.3960 0.9608  0.002
I -1.1162 3.4449 0.1189  0.001
H -6.3067 4.0411 0.4244  0.000
H -6.4841 3.0209 2.6763  0.000
H -4.4200 2.2370 3.8268  0.000
H -2.2325 2.4683 2.7196  0.000
C -1.0529 -3.7626 1.9808  0.002
C -1.1394 -3.1625 0.5723  0.009
C -2.5967 -3.3555 0.1197  0.001
C -0.2267 -3.9557 -0.3696  0.004
C -0.7458 -1.6583 0.6689  0.006
H -1.2245 -4.8434 1.9471  0.001
H -1.8076 -3.3133 2.6318  0.000
H -0.0854 -3.5869 2.4468  0.000
H -2.8690 -4.4140 0.1967  0.001
H -2.7496 -3.0431 -0.9128  0.001
H -3.2797 -2.7827 0.7524  0.001
H -0.4722 -5.0241 -0.3326  0.001
H 0.8205 -3.8281 -0.0893  0.002
H -0.3373 -3.6254 -1.4032  0.001
H -1.0349 -1.3202 1.6669  0.000

DFT total energy, eV: -184095.5310
Max |F|, hartree/bohr: 0.008
Multiplicity: 3
⟨S²⟩: 2.028
HOMO energy (spin up / spin down), Ha: -0.024 / -0.072
Charge: -2
Frontier orbital gap (spin up / spin down), eV: 4.5 / 5.8